A cluster of 2 separate species, C7H14BrN4O8P2 in total, computed with ωB97M-V with the def2-TZVPD basis set.

```
36
C7H14BrN4O8P2 ωB97M-V with the def2-TZVPD basis set
O 2.71 -2.84 -0.05
C 3.26 -2.60 -1.09
C 2.89 -1.38 -1.94
N 2.29 -0.37 -1.08
C 1.02 -0.30 -0.69
N 0.50 0.66 0.03
C -0.77 0.43 0.19
C -1.70 1.30 0.92
C -1.51 2.73 0.42
O -0.86 3.53 1.01
Br -2.37 3.18 -1.27
N -1.07 -0.70 -0.41
N 0.03 -1.21 -1.00
P -0.07 -2.76 -1.89
O -1.65 -2.88 -2.19
O 0.17 -3.90 -0.77
P 3.35 0.90 -0.47
O 3.23 0.92 0.96
O 4.82 0.52 -0.90
O 2.89 2.26 -1.15
H 4.09 -3.23 -1.46
H 3.83 -1.04 -2.37
H 2.28 -1.66 -2.79
H -1.55 1.26 1.99
H -2.72 1.01 0.66
H -2.01 -1.08 -0.40
H -2.18 -2.97 -1.39
H 0.45 -4.69 -1.24
H 5.19 1.24 -1.43
H 2.04 2.15 -1.59
C -4.35 2.25 3.72
O -4.29 1.20 2.75
H -3.70 3.06 3.38
H -5.37 2.63 3.80
H -4.01 1.90 4.69
H -4.86 0.49 3.06
```

* E_tot: -118442.53349 eV
* total charge: +1
* HOMO: -13.1 eV